(A)
ORCA calculation (ωB97M-V/def2-TZVPD) on a 3-piece molecular cluster, C2H9NO4 overall.

Properties
E_LUMO   0.525 eV
Structure (SMILES)   NCC(=O)O.O.O
HOMO-LUMO gap   9.99 eV
HOMO   -9.5 eV

Bonds (Å) are listed after each position.
Cartesian coordinates (Å):
1 N -1.766 1.201 0.684  C2 1.444, H6 1.000, H7 0.999
2 C -1.947 -0.114 1.254  N1 1.444, C3 1.560, H8 1.098, H9 1.086
3 C -0.604 -0.886 1.064  C2 1.560, O4 1.184, O5 1.380
4 O 0.466 -0.397 0.930  C3 1.184
5 O -0.769 -2.250 1.196  C3 1.380, H10 0.970
6 H -1.989 1.208 -0.290  N1 1.000
7 H -2.105 2.000 1.177  N1 0.999
8 H -2.951 -0.473 0.995  C2 1.098
9 H -1.911 -0.034 2.336  C2 1.086
10 H 0.040 -2.637 0.826  O5 0.970
11 O -0.268 2.832 -4.427  H12 0.965, H13 0.960
12 H 0.144 2.029 -4.768  O11 0.965
13 H 0.198 3.579 -4.808  O11 0.960
14 O 4.066 -0.813 0.451  H15 0.960, H16 0.985
15 H 3.133 -0.700 0.644  O14 0.960
16 H 3.948 -1.639 -0.072  O14 0.985



(B)
ORCA calculation (ωB97M-V/def2-TZVPD) on a 3-piece molecular cluster, C2H9NO4 overall.

Properties
E_LUMO   0.617 eV
Structure (SMILES)   O=CNCO.O.O
HOMO-LUMO gap   10.96 eV
HOMO   -10.3 eV

Bonds (Å) are listed after each position.
Cartesian coordinates (Å):
1 O 2.265 0.225 0.158  C2 1.231
2 C 1.318 -0.371 0.673  O1 1.231, N3 1.384, H6 1.110
3 N 0.161 0.203 1.172  C2 1.384, C4 1.395, H7 1.002
4 C -0.675 1.097 0.503  N3 1.395, O5 1.500, H8 1.094, H9 1.110
5 O -1.529 0.368 -0.491  C4 1.500, H10 0.999
6 H 1.270 -1.475 0.775  C2 1.110
7 H -0.341 -0.408 1.788  N3 1.002
8 H -0.032 1.647 -0.191  C4 1.094
9 H -1.315 1.741 1.141  C4 1.110
10 H -1.185 0.444 -1.426  O5 0.999
11 O -2.111 -1.602 1.484  H12 0.971, H13 0.950
12 H -2.208 -2.556 1.331  O11 0.971
13 H -1.871 -1.287 0.620  O11 0.950
14 O 1.805 0.513 -2.709  H15 0.997, H16 0.930
15 H 2.322 0.088 -1.970  O14 0.997
16 H 2.126 1.373 -2.858  O14 0.930



It turns out (A) is the most stable, with the second structure 0.0034 hartree higher.



(A)
ORCA calculation (ωB97M-V/def2-TZVPD) on a single CH3N5O molecule.

Properties
E_LUMO   0.049 eV
Structure (SMILES)   N/N=c1/nno[nH]1
HOMO-LUMO gap   9.03 eV
HOMO   -9.0 eV

Bonds (Å) are listed after each position.
Cartesian coordinates (Å):
1 N 0.888 -0.379 -1.641  N2 1.428, H8 1.049, H9 1.067
2 N 1.264 -0.046 -0.304  N1 1.428, C3 1.266
3 C 0.322 0.193 0.507  N2 1.266, N4 1.376, N7 1.467
4 N 0.492 0.215 1.872  C3 1.376, N5 1.267
5 N -0.658 0.231 2.404  N4 1.267, O6 1.321
6 O -1.665 0.146 1.553  N5 1.321, N7 1.402
7 N -1.122 0.275 0.266  C3 1.467, O6 1.402, H10 1.026
8 H 0.123 0.213 -2.048  N1 1.049
9 H 1.742 -0.330 -2.278  N1 1.067
10 H -1.386 -0.517 -0.331  N7 1.026



(B)
ORCA calculation (ωB97M-V/def2-TZVPD) on a single CH3N5O molecule.

Properties
E_LUMO   -0.144 eV
Structure (SMILES)   N/N=c1/nno[nH]1
HOMO-LUMO gap   8.88 eV
HOMO   -9.0 eV

Bonds (Å) are listed after each position.
Cartesian coordinates (Å):
1 N 1.085 1.517 0.321  N2 1.385, H8 1.057, H9 0.983
2 N -0.271 1.293 0.145  N1 1.385, C3 1.281
3 C -0.607 0.074 -0.061  N2 1.281, N4 1.383, N7 1.418
4 N -1.875 -0.454 -0.226  C3 1.383, N5 1.217
5 N -1.868 -1.669 -0.287  N4 1.217, O6 1.448
6 O -0.498 -2.129 -0.375  N5 1.448, N7 1.391
7 N 0.302 -1.008 -0.176  C3 1.418, O6 1.391, H10 1.014
8 H 1.715 0.978 -0.335  N1 1.057
9 H 1.294 2.475 0.249  N1 0.983
10 H 0.724 -1.077 0.744  N7 1.014



It turns out (B) is the most stable, with the second structure 0.0090 hartree higher.



(A)
ORCA calculation (ωB97M-V/def2-TZVPD) on a 23-piece molecular cluster, H46O23 overall.

Properties
E_LUMO   -0.149 eV
HOMO-LUMO gap   10.60 eV
HOMO   -10.7 eV

Bonds (Å) are listed after each position.
Cartesian coordinates (Å):
1 O -1.992 1.911 -4.686  H2 0.962, H3 0.975
2 H -1.932 2.523 -3.947  O1 0.962
3 H -2.090 1.023 -4.296  O1 0.975
4 O 2.109 -4.342 1.956  H5 0.960, H6 0.962
5 H 2.680 -4.937 1.465  O4 0.960
6 H 1.967 -4.724 2.827  O4 0.962
7 O -1.009 0.867 -0.274  H8 0.993, H9 0.969
8 H -1.314 0.287 -1.020  O7 0.993
9 H -1.540 0.784 0.533  O7 0.969
10 O -0.270 0.560 3.914  H11 0.987, H12 0.958
11 H 0.444 -0.086 4.130  O10 0.987
12 H -0.262 1.310 4.509  O10 0.958
13 O 0.925 0.969 -4.742  H14 0.952, H15 0.972
14 H 1.340 1.586 -4.147  O13 0.952
15 H 0.088 1.402 -4.984  O13 0.972
16 O 1.334 -1.631 -3.144  H17 0.985, H18 0.954
17 H 1.102 -1.088 -3.933  O16 0.985
18 H 2.208 -1.360 -2.873  O16 0.954
19 O 0.806 4.667 4.498  H20 0.943, H21 0.964
20 H 1.351 3.911 4.644  O19 0.943
21 H 1.249 5.208 3.834  O19 0.964
22 O -1.589 4.535 0.718  H23 0.959, H24 0.989
23 H -2.492 4.775 0.499  O22 0.959
24 H -1.080 4.344 -0.108  O22 0.989
25 O -0.611 -4.419 -1.152  H26 0.976, H27 0.993
26 H 0.130 -3.965 -0.708  O25 0.976
27 H -1.148 -4.813 -0.415  O25 0.993
28 O -1.370 -0.321 -2.558  H29 0.979, H30 0.993
29 H -0.484 -0.597 -2.866  O28 0.979
30 H -1.868 -1.174 -2.662  O28 0.993
31 O 1.729 2.725 1.695  H32 0.989, H33 0.995
32 H 2.342 1.970 1.872  O31 0.989
33 H 0.902 2.407 2.149  O31 0.995
34 O 2.096 2.618 -2.609  H35 0.998, H36 0.960
35 H 1.620 2.790 -1.748  O34 0.998
36 H 2.466 3.467 -2.861  O34 0.960
37 O -0.786 2.984 2.812  H38 0.970, H39 0.968
38 H -1.057 3.418 1.989  O37 0.970
39 H -0.417 3.706 3.340  O37 0.968
40 O 3.628 -0.248 0.390  H41 0.976, H42 0.969
41 H 4.063 -0.747 1.106  O40 0.976
42 H 2.704 -0.540 0.394  O40 0.969
43 O -2.625 -3.141 -2.874  H44 0.974, H45 0.981
44 H -1.818 -3.466 -2.436  O43 0.974
45 H -2.602 -3.528 -3.775  O43 0.981
46 O 3.888 0.185 -2.358  H47 0.971, H48 1.003
47 H 4.022 0.381 -1.417  O46 0.971
48 H 3.303 0.924 -2.701  O46 1.003
49 O 1.099 -1.634 3.064  H50 0.987, H51 0.982
50 H 0.357 -1.886 2.463  O49 0.987
51 H 1.831 -2.270 2.910  O49 0.982
52 O 0.586 3.081 -0.689  H53 0.990, H54 0.996
53 H 0.154 2.191 -0.708  O52 0.990
54 H 1.107 2.955 0.151  O52 0.996
55 O -1.405 -1.959 1.528  H56 0.960, H57 1.001
56 H -0.702 -1.746 0.910  O55 0.960
57 H -1.986 -1.166 1.714  O55 1.001
58 O -1.989 -4.775 2.140  H59 0.973, H60 1.006
59 H -1.090 -4.480 2.368  O58 0.973
60 H -2.382 -3.956 1.709  O58 1.006
61 O 1.087 -1.032 -0.079  H62 0.978, H63 0.993
62 H 0.458 -0.285 -0.134  O61 0.978
63 H 1.345 -1.214 -1.021  O61 0.993
64 O -4.136 -2.853 -0.232  H65 0.966, H66 0.971
65 H -3.837 -2.005 0.123  O64 0.966
66 H -3.782 -2.971 -1.128  O64 0.971
67 O -2.449 0.634 2.163  H68 0.942, H69 0.997
68 H -2.830 1.496 2.146  O67 0.942
69 H -1.574 0.768 2.623  O67 0.997



(B)
ORCA calculation (ωB97M-V/def2-TZVPD) on a 23-piece molecular cluster, H46O23 overall.

Properties
E_LUMO   -0.063 eV
HOMO-LUMO gap   10.65 eV
HOMO   -10.7 eV

Bonds (Å) are listed after each position.
Cartesian coordinates (Å):
1 O 4.678 -10.307 16.863  H2 0.931, H3 1.004
2 H 4.255 -9.523 16.593  O1 0.931
3 H 4.103 -11.100 16.645  O1 1.004
4 O 1.997 -7.688 11.679  H5 0.967, H6 1.016
5 H 2.059 -8.205 10.864  O4 0.967
6 H 1.521 -6.808 11.506  O4 1.016
7 O 2.760 -7.415 18.248  H8 0.937, H9 0.968
8 H 2.337 -6.701 18.682  O7 0.937
9 H 2.110 -8.130 18.296  O7 0.968
10 O -1.490 -9.457 14.467  H11 0.997, H12 0.953
11 H -0.697 -9.295 13.886  O10 0.997
12 H -1.981 -10.077 13.935  O10 0.953
13 O -2.234 -2.307 14.307  H14 0.968, H15 0.997
14 H -2.480 -1.433 14.643  O13 0.968
15 H -2.957 -2.990 14.239  O13 0.997
16 O -1.508 -11.632 17.072  H17 0.978, H18 0.974
17 H -0.896 -10.879 16.951  O16 0.978
18 H -2.269 -11.388 16.516  O16 0.974
19 O -2.989 -11.311 12.969  H20 0.966, H21 0.963
20 H -2.900 -12.199 13.338  O19 0.966
21 H -3.831 -11.016 13.331  O19 0.963
22 O -2.759 -4.671 15.627  H23 0.949, H24 0.981
23 H -1.911 -4.360 15.917  O22 0.949
24 H -2.787 -5.577 16.001  O22 0.981
25 O -2.344 -9.017 20.812  H26 0.950, H27 0.955
26 H -2.793 -9.854 20.799  O25 0.950
27 H -2.997 -8.437 21.199  O25 0.955
28 O -3.929 -9.964 16.347  H29 0.976, H30 0.974
29 H -4.549 -10.215 15.636  O28 0.976
30 H -3.615 -9.081 16.080  O28 0.974
31 O 1.024 -3.392 15.232  H32 0.959, H33 0.961
32 H 1.549 -3.413 16.034  O31 0.959
33 H 0.126 -3.361 15.574  O31 0.961
34 O 0.376 -5.357 11.183  H35 0.959, H36 0.989
35 H 0.675 -4.461 11.019  O34 0.959
36 H -0.439 -5.395 11.742  O34 0.989
37 O 0.472 -7.012 15.579  H38 0.963, H39 0.995
38 H 1.087 -6.344 15.900  O37 0.963
39 H 1.041 -7.598 15.010  O37 0.995
40 O -1.024 -7.429 18.386  H41 0.957, H42 0.982
41 H -0.450 -8.086 17.992  O40 0.957
42 H -1.302 -7.861 19.223  O40 0.982
43 O 1.459 -3.010 12.244  H44 0.976, H45 0.977
44 H 0.981 -2.477 12.907  O43 0.976
45 H 1.854 -3.687 12.826  O43 0.977
46 O 1.827 -12.016 16.607  H47 0.996, H48 0.952
47 H 1.298 -12.821 16.358  O46 0.996
48 H 2.274 -12.313 17.393  O46 0.952
49 O 0.911 -8.910 13.566  H50 0.987, H51 0.981
50 H 1.250 -8.381 12.805  O49 0.987
51 H 1.533 -9.668 13.515  O49 0.981
52 O -0.298 -13.377 15.663  H53 0.989, H54 0.987
53 H -0.544 -14.311 15.874  O52 0.989
54 H -0.888 -12.780 16.182  O52 0.987
55 O -0.573 -4.782 17.632  H56 0.993, H57 0.980
56 H -1.023 -4.320 18.388  O55 0.993
57 H -0.510 -5.726 17.888  O55 0.980
58 O -1.223 -6.178 13.306  H59 0.955, H60 0.961
59 H -0.499 -6.372 13.898  O58 0.955
60 H -1.723 -5.485 13.745  O58 0.961
61 O -2.851 -11.768 19.846  H62 1.014, H63 0.993
62 H -2.552 -11.478 18.921  O61 1.014
63 H -2.113 -12.300 20.243  O61 0.993
64 O -2.739 -7.467 16.170  H65 1.008, H66 0.954
65 H -2.274 -7.713 15.310  O64 1.008
66 H -2.123 -7.763 16.837  O64 0.954
67 O 0.573 -9.676 16.961  H68 0.945, H69 0.965
68 H 1.060 -10.457 16.747  O67 0.945
69 H 0.288 -9.313 16.113  O67 0.965



It turns out (A) is the most stable, with the second structure 0.0220 hartree higher.



(A)
ORCA calculation (ωB97M-V/def2-TZVPD) on a single C3H3ClO2 molecule.

Properties
E_LUMO   0.660 eV
Structure (SMILES)   C[C@]1(Cl)OC1=O
HOMO-LUMO gap   11.03 eV
HOMO   -10.4 eV

Bonds (Å) are listed after each position.
Cartesian coordinates (Å):
1 C 0.091 -0.044 -0.141  C2 1.558, H7 1.147, H8 1.120, H9 1.120
2 C 0.099 0.514 -1.596  C1 1.558, Cl3 1.749, O4 1.477, C5 1.440
3 Cl -0.051 2.227 -1.913  C2 1.749
4 O -0.642 -0.333 -2.553  C2 1.477, C5 1.291
5 C 0.648 -0.383 -2.579  C2 1.440, O4 1.291, O6 1.187
6 O 1.531 -1.036 -3.029  C5 1.187
7 H 0.231 0.859 0.551  C1 1.147
8 H 1.072 -0.554 0.035  C1 1.120
9 H -0.808 -0.711 -0.100  C1 1.120



(B)
ORCA calculation (ωB97M-V/def2-TZVPD) on a single C3H3ClO2 molecule.

Properties
E_LUMO   -0.197 eV
Structure (SMILES)   CC(=O)C(=O)Cl
HOMO-LUMO gap   9.70 eV
HOMO   -9.9 eV

Bonds (Å) are listed after each position.
Cartesian coordinates (Å):
1 C 1.276 0.097 -0.047  C2 1.482, H7 1.185, H8 1.070, H9 1.113
2 C -0.102 0.597 0.163  C1 1.482, O3 1.189, C4 1.767
3 O -0.445 1.709 0.405  C2 1.189
4 C -1.319 -0.664 -0.068  C2 1.767, O5 1.208, Cl6 1.716
5 O -1.180 -1.840 0.172  C4 1.208
6 Cl -2.831 0.117 -0.292  C4 1.716
7 H 1.909 1.098 -0.061  C1 1.185
8 H 1.314 -0.408 -0.990  C1 1.070
9 H 1.377 -0.706 0.718  C1 1.113



(C)
ORCA calculation (ωB97M-V/def2-TZVPD) on a 2-piece molecular cluster, C3H3ClO2 overall.

Properties
E_LUMO (spin up / spin down)   0.064 / -0.522 eV
HOMO-LUMO gap (spin up / spin down)   8.34 / 7.26 eV
HOMO (spin up / spin down)   -8.3 / -7.8 eV

Bonds (Å) are listed after each position.
Cartesian coordinates (Å):
1 C 1.091 0.678 0.955  C3 1.482, O4 1.171
2 C 2.307 2.450 -0.539  O5 1.174, Cl6 1.710
3 C 0.235 0.060 -0.085  C1 1.482, H7 1.108, H8 1.033, H9 1.117
4 O 1.599 0.438 1.983  C1 1.171
5 O 1.913 2.640 -1.629  C2 1.174
6 Cl 3.814 2.878 0.145  C2 1.710
7 H -0.754 0.443 0.235  C3 1.108
8 H 0.246 -0.972 -0.116  C3 1.033
9 H 0.482 0.517 -1.074  C3 1.117



It turns out (B) is the most stable, with the second structure 0.0238 hartree higher.